Formula: ClH4N2OP
Source: OMol25
Level of theory: ωB97M-V/def2-TZVPD

```
9
ClH4N2OP (ωB97M-V/def2-TZVPD)
Cl 2.024 1.867 -0.840
P -0.945 1.517 -1.550
O -1.732 0.370 -1.920
N -0.408 -1.201 1.868
N 0.628 0.941 -1.197
H -0.139 -0.241 1.913
H 0.929 0.146 -1.744
H 0.012 -1.777 2.525
H -0.369 -1.622 0.946
```

Properties
Total energy = -988.6752 hartree
Frontier orbital gap = 0.3451 hartree
Strongest force on any atom = 0.050 hartree/bohr
Structure (SMILES) = O=PNCl.N
Energy relative to the best compared isomer or geometry (same formula, charge and spin) = 303.94 kJ/mol
2S+1 = 1

Mulliken population analysis, charges in e, atoms 1 to 2: -0.068, 0.385

---

Formula: C4H3NO2
Source: OMol25
Level of theory: ωB97M-V/def2-TZVPD

```
10
C4H3NO2 (ωB97M-V/def2-TZVPD)
O -0.481 1.359 -1.438
O -1.905 0.166 0.572
N 1.118 -0.371 -0.689
C 1.435 -0.825 0.525
C -0.688 -0.082 0.473
C 0.403 -0.662 1.427
C 0.036 0.449 -0.703
H 1.783 -0.229 -1.312
H 2.340 -1.526 0.449
H 0.025 -1.129 2.288
```

Properties
Total energy = -359.3756 hartree
Frontier orbital gap = 0.3137 hartree
Strongest force on any atom = 0.108 hartree/bohr
Structure (SMILES) = O=C1C=CNC1=O
Energy relative to the best compared isomer or geometry (same formula, charge and spin) = 248.89 kJ/mol
2S+1 = 1

Mulliken population analysis, charges in e, atoms 1 to 2: -0.550, -0.515

---

Formula: CH3O4P
Source: OMol25
Level of theory: ωB97M-V/def2-TZVPD

```
9
CH3O4P (ωB97M-V/def2-TZVPD)
P 2.644 0.118 -0.806
O 4.150 -0.115 0.837
O 3.679 -1.055 -0.144
O 3.743 1.056 0.173
O 1.437 -0.234 0.331
C 0.179 0.372 0.186
H 0.278 1.280 -0.190
H -0.465 -0.290 -0.562
H -0.297 0.358 1.227
```

Properties
Total energy = -682.0257 hartree
Frontier orbital gap = 0.3628 hartree
Strongest force on any atom = 0.121 hartree/bohr
Energy relative to the best compared isomer or geometry (same formula, charge and spin) = 705.22 kJ/mol
2S+1 = 1

Mulliken population analysis, charges in e, atoms 1 to 2: 0.422, -0.014

---

Formula: C3H9NO2
Source: OMol25
Level of theory: ωB97M-V/def2-TZVPD

```
15
C3H9NO2 (ωB97M-V/def2-TZVPD)
O 0.814 1.526 -1.061
O -0.371 -0.492 -0.925
N -0.812 -0.067 1.653
C 0.575 0.337 -3.009
C -0.135 -0.682 2.794
C 0.440 0.494 -1.598
H 0.568 1.305 -3.503
H 1.484 -0.152 -3.347
H -0.408 -0.327 0.005
H -0.652 -0.549 3.778
H 0.891 -0.376 2.826
H -0.115 0.673 1.370
H -0.128 -1.843 2.624
H -1.787 0.297 1.762
H -0.364 -0.144 -3.369
```

Properties
Total energy = -324.9208 hartree
Frontier orbital gap = 0.3916 hartree
Strongest force on any atom = 0.101 hartree/bohr
Structure (SMILES) = CC(=O)O.CN
Energy relative to the best compared isomer or geometry (same formula, charge and spin) = 136.03 kJ/mol
2S+1 = 1

Mulliken population analysis, charges in e, atoms 1 to 2: -0.552, -0.500

---

Formula: C15H47N4PtSbSi3
Source: OMol25
Level of theory: ωB97M-V/def2-TZVPD

```
71
C15H47N4PtSbSi3 (ωB97M-V/def2-TZVPD)
Pt -0.825 -0.346 0.902
Sb 1.543 0.342 0.443
Si 3.354 1.903 1.538
Si 1.666 0.599 -2.206
Si 2.128 -2.187 1.117
N -1.865 -1.423 2.567
N -2.518 -1.048 -0.479
N -2.432 1.166 1.590
N -2.539 -0.080 -1.529
C -4.167 -1.324 -2.877
C -3.332 0.514 2.568
C 3.297 1.583 3.347
C 2.827 3.598 1.056
C 3.458 0.652 -2.622
C -3.836 0.028 -2.256
C 0.941 -3.362 0.303
C 0.783 2.209 -2.413
C 0.771 -0.855 -2.883
C -4.967 0.492 -1.336
C -3.589 1.066 -3.342
C 4.934 1.367 0.765
C 3.845 -2.390 0.464
C 2.041 -2.209 2.962
C -2.530 -0.422 3.432
H 1.173 -1.792 -2.489
H -3.293 2.030 -2.908
H 4.550 -1.774 1.027
H -0.291 -0.777 -2.636
H 2.318 1.814 3.775
H 4.039 2.229 3.833
H -2.797 0.732 -4.016
H 3.560 4.318 1.441
H 3.907 -2.123 -0.594
H -0.164 2.193 -1.868
H 0.564 2.400 -3.471
H 1.125 -4.384 0.659
H -5.019 -1.224 -3.551
H -4.093 -0.042 2.018
H -5.135 -0.191 -0.494
H -0.099 -3.113 0.520
H 4.011 -0.172 -2.163
H -1.895 1.903 2.035
H 3.908 1.599 -2.317
H -3.318 -1.698 -3.457
H 3.572 0.564 -3.710
H -1.217 -1.985 3.109
H 0.877 -0.880 -3.975
H -1.757 0.132 3.960
H 1.388 3.040 -2.041
H -3.174 -0.892 4.172
H 1.851 3.853 1.477
H -4.441 -2.072 -2.124
H 2.221 -3.227 3.332
H -4.766 1.499 -0.947
H -2.390 -1.951 -0.920
H 4.161 -3.437 0.566
H 5.741 1.999 1.158
H 5.174 0.330 1.008
H 1.068 -1.873 3.332
H -4.498 1.229 -3.925
H 1.074 -3.358 -0.782
H -5.912 0.540 -1.882
H 3.553 0.548 3.582
H -2.301 0.813 -1.122
H -2.968 1.601 0.848
H -2.548 -2.068 2.182
H 2.784 3.715 -0.031
H 4.922 1.477 -0.320
H 2.807 -1.559 3.394
H -3.849 1.240 3.192
H -3.412 -1.083 0.012
```

Properties
Total energy = -2046.3177 hartree
<S²> = 2.01
Frontier orbital gap (spin up / spin down) = 0.3218 / 0.2455 hartree
Strongest force on any atom = 0.023 hartree/bohr
Charge = +2
2S+1 = 3

Mulliken population analysis, charges in e, atoms 1 to 2: 1.732, -0.504

---

Formula: C44H43B2F4GeN5O4ReS
Source: OMol25
Level of theory: ωB97M-V/def2-TZVPD

```
105
C44H43B2F4GeN5O4ReS (ωB97M-V/def2-TZVPD)
Re 0.890 -0.311 -0.627
Ge -1.609 1.789 1.750
S 4.882 -1.221 -2.631
F 1.809 -1.897 3.270
F 2.257 -1.258 1.053
F 0.904 1.536 -2.416
F -0.803 2.992 -3.123
O -1.346 0.960 -2.230
O 0.089 -1.881 1.754
O 1.162 0.208 2.632
O -0.427 2.840 -0.850
N 2.457 -1.007 -1.850
N -0.905 -0.043 -1.438
N 0.569 2.603 0.071
N 1.339 1.250 1.769
N -0.250 -1.436 0.510
C -0.716 4.559 2.302
C -2.315 -2.798 0.625
C 2.171 3.714 -1.504
C 3.010 -4.662 -3.695
C 3.594 -0.368 -1.850
C -1.791 -0.988 -1.134
C -3.150 1.294 0.675
C 0.293 1.662 1.000
C -3.426 1.968 -0.516
C -1.429 -1.771 -0.002
C -2.204 6.411 2.681
C 0.606 -5.417 -3.340
C -0.998 1.175 5.837
C -3.074 -1.168 -1.877
C -1.303 -0.165 6.046
C -1.156 1.734 4.575
C 1.965 2.721 -0.373
C -1.795 3.716 2.034
C 2.700 1.442 1.190
C 3.807 0.784 1.996
C -3.086 4.247 2.094
C 0.479 -5.869 -4.803
C 3.697 0.891 -1.128
C -1.948 -0.375 3.737
C -5.342 0.270 0.578
C -5.597 0.925 -0.620
C 0.957 -6.627 -2.458
C 1.497 -3.159 -2.599
C 2.822 2.957 0.900
C 3.806 -2.543 -2.968
C 2.545 -2.254 -2.471
C -1.623 0.961 3.510
C 5.061 2.806 -0.303
C 4.217 3.390 0.552
C 2.456 1.212 -0.365
C -1.785 -0.936 4.996
C -0.915 5.897 2.621
C 4.836 1.593 -1.084
C -0.745 -4.859 -2.886
C -4.124 0.457 1.225
C -3.289 5.585 2.414
C 1.716 -4.377 -3.212
C -4.640 1.775 -1.163
C 4.053 -3.767 -3.587
B 1.329 -1.213 2.193
B -0.394 2.086 -2.178
H -0.064 6.538 2.822
H 3.406 0.233 2.840
H -1.794 -3.291 1.442
H -3.195 -0.376 -2.610
H 0.528 -2.882 -2.198
H 4.492 1.541 2.374
H -2.705 2.662 -0.928
H -3.926 -1.145 -1.192
H -3.947 -0.034 2.176
H -3.081 -2.134 -2.393
H 1.906 -7.078 -2.760
H 2.384 3.619 1.650
H 0.177 -7.392 -2.539
H -1.159 -0.609 7.024
H -0.631 1.785 6.657
H 1.237 3.993 -1.980
H 1.373 -6.395 -5.146
H -6.097 -0.371 1.021
H -2.622 -3.546 -0.112
H 6.032 3.274 -0.432
H 2.635 4.619 -1.112
H -1.033 -3.980 -3.472
H -4.839 2.299 -2.092
H -3.223 -2.325 1.014
H -0.734 -4.587 -1.825
H 4.564 4.293 1.044
H -6.544 0.778 -1.128
H -0.913 2.782 4.421
H 0.295 4.171 2.253
H -3.942 3.616 1.878
H 0.314 -5.012 -5.463
H -4.297 5.983 2.454
H -2.363 7.452 2.936
H 5.681 1.235 -1.667
H 3.206 -5.622 -4.160
H -2.292 -1.005 2.922
H -1.513 -5.624 -3.024
H -2.017 -1.984 5.154
H 5.040 -4.016 -3.957
H 1.041 -6.330 -1.408
H 4.376 0.085 1.385
H 2.824 3.292 -2.268
H -0.369 -6.551 -4.909
```

Properties
Total energy = -5279.8878 hartree
<S²> = 0.88
Frontier orbital gap (spin up / spin down) = 0.2128 / 0.2269 hartree
Strongest force on any atom = 0.029 hartree/bohr
Energy relative to the best compared isomer or geometry (same formula, charge and spin) = 440.30 kJ/mol
2S+1 = 2

Mulliken population analysis, charges in e, atoms 1 to 2: 0.804, 2.417